Density functional theory data (ωB97M-V with the def2-TZVPD basis set) for a molecular structure, H26LiO17PZr in a non-equilibrium geometry.

Geometry (Å):
Li1 -1.3985 2.6160 -2.2506
Zr1 1.4387 -0.2809 1.1805
P1 -0.4222 0.4243 -0.4886
O1 0.5648 1.4054 0.1485
O2 0.8019 -0.4715 -0.7315
O3 -1.4143 0.7942 -1.6592
O4 -0.6153 -0.2291 0.9208
O5 -2.8514 -1.3561 -1.3590
H1 -2.3843 -0.5207 -1.3687
H2 -3.3510 -1.3423 -0.5427
O6 3.1670 -1.5926 0.1209
H3 3.2924 -2.5199 -0.0803
H4 3.8580 -1.1454 -0.3677
O7 1.4876 1.4505 2.4870
H5 1.6846 1.6386 3.4046
H6 1.1707 2.2819 2.1342
O8 2.0215 -1.7461 -2.5263
H7 1.6925 -2.6421 -2.4547
H8 1.4753 -1.2411 -1.9239
O9 2.9996 1.0640 0.2324
H9 2.7844 1.4672 -0.6087
H10 3.8765 1.3888 0.4369
O10 -2.3918 0.9884 2.3336
H11 -2.6299 0.5014 3.1225
H12 -1.8767 0.3696 1.8159
O11 0.5038 -0.9608 3.1073
H13 0.8291 -1.2855 3.9469
H14 -0.3430 -1.3926 2.9948
O12 0.4587 3.1200 -1.7100
H15 1.3416 3.2057 -2.0698
H16 0.5227 2.3962 -1.0870
O13 0.8368 -2.5588 1.1160
H17 -0.0497 -2.8348 0.8833
H18 1.2961 -3.3736 1.3196
O14 -0.2373 -0.6147 -4.0649
H19 0.6617 -0.7935 -3.7890
H20 -0.6068 -0.0908 -3.3541
O15 -3.4821 1.1337 -3.4758
H21 -2.8399 0.6977 -2.9158
H22 -3.1120 1.0743 -4.3566
O16 -0.9084 3.0778 1.5496
H23 -1.5689 2.4094 1.7320
H24 -0.3464 2.6840 0.8823
O17 -1.6428 -2.3993 2.6381
H25 -2.5245 -2.5605 2.9740
H26 -1.7683 -2.2364 1.7032

- ⟨S²⟩ = 0.757
- LUMO (alpha / beta) (eV) = -10.3 / -16.2
- total energy (eV) = -45980.477
- orbital gap (alpha / beta) (eV) = 8.68 / 2.79
- multiplicity = 2
- net charge = +3